87
Properties=species:S:1:pos:R:3:forces:R:3 method="wB97M-V/def2-TZVPD" lumo_ev="-5.27 / -5.27" charge=+1 spin_multiplicity=3 gap_ev="4.89 / 5.71" s2=2.01
I -0.51742 3.17909 3.51684 -0.110 0.175 0.105
Br -1.93864 1.15695 -2.40431 0.243 0.315 0.195
Br 0.27598 4.24714 0.21440 0.203 -0.712 -0.088
S -1.71219 -0.12638 3.30426 -0.496 0.206 0.769
F 1.38719 -0.32083 2.68217 -0.346 -0.865 -0.747
F 1.15041 0.89601 4.40293 -0.106 0.163 0.909
F 2.62877 1.35357 2.95863 1.343 0.909 -0.275
O 4.88020 -3.39155 6.55281 -0.422 -0.379 0.569
O -5.51099 2.07232 -6.83391 -0.030 0.524 0.650
O -3.30504 -0.22619 0.36683 0.389 0.899 -0.096
N -1.31158 -1.49654 -0.15849 0.742 0.825 1.107
N -5.08786 0.96601 -6.31395 -0.556 0.663 -2.274
N -1.22337 0.27218 1.68319 -0.290 -0.824 0.207
N 4.87743 -2.15176 6.92159 0.901 -1.199 -1.982
N -0.00508 1.30105 0.04481 0.890 1.036 0.558
N 0.46329 1.75688 2.41787 -0.120 -0.438 -0.549
C -6.10521 -0.09888 -6.55767 -0.743 -1.659 1.085
C 6.96161 -1.38243 5.73745 -0.257 -0.086 -0.566
C 3.65947 0.00062 6.55009 0.275 0.140 0.173
C 4.02509 -1.38404 5.97242 -1.226 1.674 0.130
C 6.10793 -0.56619 4.76961 -0.024 0.030 0.080
C -0.41018 2.57094 -0.47982 0.125 -0.209 0.939
C -3.71464 0.24231 -8.27486 -0.412 -0.102 -0.348
C 2.67516 -2.06833 5.76063 0.082 -0.694 0.047
C -1.64191 4.00998 -2.07939 -0.588 -0.631 0.365
C 1.44903 1.09939 -0.21401 0.631 -0.218 -0.276
C -6.04572 -0.65154 -7.98922 0.380 0.191 -0.463
C -7.53573 0.39460 -6.32535 0.064 0.775 -0.107
C 7.16332 -2.73292 7.79088 -0.379 -0.682 -0.150
C 1.41002 0.93707 3.11251 -0.630 -0.121 0.621
C -3.70831 0.70694 -6.81773 1.670 -0.836 0.719
C 6.31323 -0.45383 8.01709 -0.162 0.290 -0.039
C -5.90471 -1.23424 -5.51583 0.261 -0.184 0.064
C -2.82266 1.94391 -6.67441 -0.354 0.539 -0.093
C -0.28997 1.11454 1.41486 0.334 0.206 0.085
C -1.21799 2.67580 -1.50147 -1.043 0.691 -1.590
C -3.00079 -0.36233 -5.96156 -0.122 -0.319 0.055
C 4.71888 -1.18302 4.62386 0.513 -0.191 -0.153
C 6.28934 -1.69483 7.08233 1.032 1.318 1.356
C -4.63859 -0.95177 -8.50101 -0.011 -0.002 0.118
B -2.00119 -0.48662 0.57839 -0.033 -0.860 -1.173
H 7.31631 -3.62773 7.18846 -0.176 -0.011 0.027
H 7.90577 -0.86342 5.91519 -0.029 -0.044 0.190
H -3.14878 2.76711 -7.30848 -0.136 -0.032 0.076
H 2.03564 -1.44595 5.13345 0.128 0.156 0.046
H 1.59714 0.56246 -1.15285 -0.369 0.001 0.019
H 2.16068 -2.22357 6.71090 0.055 -0.025 0.004
H -4.23868 -1.84842 -8.01864 0.028 0.038 0.028
H -7.84568 1.13191 -7.06494 0.132 0.090 0.080
H 6.59547 -0.53614 3.79253 0.025 0.015 0.033
H -4.02878 1.06391 -8.92649 -0.066 0.072 0.147
H 2.76960 -3.03242 5.26119 0.110 -0.022 0.128
H -3.48127 0.72718 0.35097 -0.483 -0.256 0.287
H -1.15230 -1.18987 -1.11431 -0.451 -0.499 -0.163
H -2.42484 3.85115 -2.81728 0.258 0.139 -0.225
H -1.79863 1.70613 -6.96469 -0.059 -0.187 0.009
H -1.95663 -0.45515 -6.26437 -0.022 0.171 -0.067
H -0.39640 -1.65575 0.25686 -0.011 -0.346 -0.320
H -2.69981 -0.01866 -8.58457 0.056 0.075 0.173
H -6.85077 -1.55620 -5.08176 -0.079 0.038 -0.199
H -3.01840 -0.08166 -4.90691 -0.050 0.008 0.011
H 6.03773 0.47325 5.10302 -0.056 -0.021 0.025
H 4.80861 -2.14280 4.10371 -0.018 -0.073 0.162
H -8.22967 -0.44188 -6.40594 0.177 -0.127 0.021
H 2.94282 0.49847 5.89920 -0.025 -0.143 -0.047
H -5.43794 -2.12124 -5.94750 0.062 0.036 0.038
H -6.50003 0.07305 -8.67249 -0.011 0.109 0.139
H -2.80352 2.29459 -5.63933 -0.065 -0.008 -0.011
H 7.10108 -0.52703 8.76570 0.110 -0.097 -0.158
H 8.14974 -2.31147 7.98336 -0.095 0.195 -0.038
H -4.68157 -1.17863 -9.56805 -0.019 -0.026 0.027
H 6.48102 0.47746 7.47300 -0.076 0.002 0.013
H -1.14657 -1.34987 3.50021 0.121 0.343 -0.718
H 1.94082 0.51102 0.56061 -0.212 0.004 -0.014
H 4.50367 0.67983 6.63573 0.038 -0.075 0.072
H -3.42391 -1.35906 -6.05533 -0.092 0.049 0.048
H 6.72976 -3.03158 8.74681 -0.021 0.017 -0.021
H -6.65664 -1.55447 -8.05575 -0.068 0.050 0.182
H -5.29728 -0.90482 -4.67250 0.047 0.046 -0.074
H 3.20012 -0.09659 7.53502 0.027 -0.037 -0.002
H 7.22110 -2.32216 5.23927 -0.084 -0.080 0.128
H -7.64862 0.83446 -5.33248 0.030 -0.002 -0.010
H 1.97967 2.04899 -0.30367 -0.130 0.009 0.207
H 5.38655 -0.35689 8.58214 -0.031 -0.031 -0.084
H -0.79197 4.56633 -2.46982 -0.077 -0.042 -0.139
H -2.09528 4.57989 -1.26503 0.123 0.163 -0.107
H 4.10411 -0.54685 3.98238 -0.135 0.004 0.134

78
Properties=species:S:1:pos:R:3:forces:R:3 method="wB97M-V/def2-TZVPD" lumo_ev=2.22 charge=-1 gap_ev=7.76
I 0.58626 2.06374 0.46998 0.176 0.090 -0.010
I -4.17402 2.55528 2.15515 -0.084 0.041 0.035
Br -2.08913 -0.91855 4.25116 -0.057 -0.187 0.147
O -1.72621 -0.41367 1.29046 -0.143 -0.077 0.083
O -4.08903 3.78361 -2.62867 -0.163 0.076 0.218
O -3.89384 -0.88044 1.97093 0.146 -0.175 -0.017
N -6.60205 -1.99984 0.23778 -0.062 0.030 -0.084
C -2.69034 3.53833 -2.48871 0.030 -0.065 0.201
C -2.14148 -2.89375 1.93230 0.010 -0.064 0.111
C -2.58981 0.34240 0.48303 0.419 0.243 0.050
C 4.00809 1.73378 -1.22855 -0.122 0.124 0.076
C -2.32342 2.10833 -2.86637 0.065 0.050 -0.010
C 3.17320 -2.70860 -0.51265 0.015 -0.132 -0.061
C 1.24490 -4.19395 0.39252 0.093 0.074 -0.088
C -3.00463 1.03178 -2.00200 -0.055 -0.080 0.066
C -3.96542 -0.36656 0.67255 0.011 0.260 0.078
C -4.23028 -1.51047 -0.31504 -0.068 -0.109 -0.038
C 5.17123 3.12627 0.57794 -0.071 0.189 -0.089
C -2.53249 1.84911 0.90675 -0.186 -0.052 -0.223
C -2.07621 0.34118 -0.97866 -0.091 -0.050 0.012
C -5.39321 -2.36135 0.14864 0.007 -0.020 0.023
C 0.02448 -4.19990 1.31619 -0.002 -0.007 0.055
C 5.19954 2.63366 -0.86897 0.004 -0.091 -0.013
C 3.11289 -1.31843 -1.15724 -0.128 0.015 0.020
C 4.45510 -0.75525 -1.60035 0.116 0.004 0.063
C 2.07824 -2.91839 0.54608 -0.052 -0.044 0.112
C 5.26808 2.00318 1.60895 0.049 -0.091 0.078
C -0.99578 -3.13341 0.92918 -0.161 0.088 -0.096
C -1.27413 2.44427 1.54368 -0.060 0.048 0.276
C -1.01882 2.13946 3.01676 -0.006 -0.093 -0.092
C 4.32095 0.62604 -2.24365 0.047 -0.060 -0.171
B -2.51058 -1.31373 2.16356 0.032 0.002 -0.224
H 1.87656 -5.07145 0.57640 -0.030 0.027 0.007
H 2.51859 -2.90737 1.54990 -0.037 0.022 -0.052
H 4.30104 1.54378 1.82320 0.027 0.021 -0.074
H 3.62840 1.28122 -0.30623 0.016 -0.047 -0.112
H -1.62650 2.80460 3.63185 -0.031 -0.051 0.006
H 2.65129 -0.62534 -0.44537 0.062 -0.009 -0.029
H 6.13687 2.08881 -1.04217 -0.054 -0.021 0.081
H -1.35714 3.51811 1.38536 0.089 0.010 0.077
H 0.91196 -4.26817 -0.65255 -0.018 -0.011 0.066
H 5.10731 -0.67863 -0.71901 0.023 -0.016 -0.070
H -2.37196 3.75727 -1.46201 0.032 0.013 -0.096
H 0.02500 2.29702 3.28136 -0.002 0.075 -0.033
H 5.93640 1.21021 1.25727 0.004 0.052 0.034
H -1.87347 -3.34515 2.89134 0.001 0.014 -0.044
H -4.78504 0.35863 0.60978 -0.027 -0.130 0.002
H -1.10981 0.84370 -0.99360 -0.182 -0.166 0.000
H -2.74777 2.43956 0.02213 0.042 -0.040 -0.012
H -4.48770 -1.12673 -1.30224 0.076 0.099 -0.110
H -3.34075 -2.13587 -0.41052 -0.015 0.030 0.005
H 4.24840 3.69688 0.73753 0.068 -0.026 0.041
H -0.44353 -5.19099 1.31699 0.012 0.035 0.004
H -5.17424 -3.39837 0.41714 0.034 0.094 0.031
H 3.18746 2.35479 -1.60087 0.058 0.031 0.067
H 3.07012 -3.47575 -1.29020 0.067 0.067 0.021
H -3.45232 0.28781 -2.66176 0.027 -0.041 0.030
H 5.99520 3.83356 0.72196 -0.029 -0.065 0.002
H -3.04242 -3.43326 1.60990 0.012 0.048 0.034
H 5.24424 0.86717 -2.78352 -0.058 0.058 0.047
H 5.66371 2.36919 2.55883 -0.048 0.002 -0.032
H 0.35223 -4.01016 2.34587 -0.003 -0.029 -0.030
H 1.39853 -2.06470 0.51650 0.076 -0.019 -0.007
H -2.16804 4.24316 -3.14047 -0.024 -0.028 -0.012
H -3.85641 1.48370 -1.47984 -0.014 -0.029 -0.080
H -2.57508 1.96731 -3.92107 -0.043 0.023 0.034
H -4.50648 3.78727 -1.75634 0.188 -0.053 -0.286
H -1.86283 -0.69333 -1.25238 -0.093 -0.031 -0.025
H 2.43473 -1.34385 -2.01979 0.004 0.011 0.069
H 5.22369 3.49879 -1.53978 0.034 -0.068 -0.025
H -6.70617 -1.01618 -0.02823 0.049 -0.024 0.016
H 4.16592 -2.86412 -0.07493 -0.057 0.036 0.019
H 4.94937 -1.45091 -2.28862 -0.069 0.027 -0.002
H -1.23347 2.01564 -2.78901 -0.067 -0.012 -0.042
H -0.48018 -2.18513 0.79211 0.017 -0.013 -0.017
H -1.39878 -3.38670 -0.06355 0.029 0.004 0.050
H -1.28199 1.10992 3.25944 0.110 0.222 -0.079
H 3.53297 0.57994 -3.00357 0.036 -0.029 0.039

79
Properties=species:S:1:pos:R:3:forces:R:3 method="wB97M-V/def2-TZVPD" lumo_ev=0.11 smiles="CC[C@H](Cl)[PH2](CCCCCCCCCCOC)Cc1ccc(C)cc1.C[N+](=O)[O-].C[N+](=O)[O-]" charge=0 gap_ev=7.79
Cl -3.74745 -2.39141 -1.96877 -0.027 -0.028 0.024
P -1.99795 -0.11937 -2.66466 -0.099 0.121 -0.209
O -0.62833 -2.54858 4.23934 0.043 0.066 -0.080
O 3.45468 -2.84392 -6.95809 0.032 -0.093 0.010
O 1.19247 1.04114 5.84302 -0.054 0.142 -0.082
O -1.66085 -3.53666 5.84891 -0.036 -0.015 0.046
O 3.15097 -1.15660 -8.25897 0.024 0.069 -0.053
N 3.02230 -2.32437 -7.96582 -0.010 0.036 0.031
N -0.68856 -3.34457 5.15314 0.028 -0.012 0.025
C -0.07557 0.74905 -4.61922 0.081 -0.151 -0.018
C 1.90461 0.25242 4.91415 -0.024 -0.036 -0.003
C -1.47297 -2.01688 -0.48385 -0.157 -0.224 0.114
C -0.65221 2.44728 0.42449 0.090 -0.189 -0.072
C 0.29823 0.31819 6.66934 0.103 -0.037 0.075
C -0.93648 0.98187 -1.62386 -0.073 0.028 -0.098
C -1.71921 -2.25381 1.01025 0.207 -0.183 -0.175
C -1.65822 2.40294 4.81174 -0.035 0.066 -0.007
C 1.98087 -0.47499 -5.02561 0.154 -0.007 -0.041
C 2.26736 -3.17755 -8.92361 -0.019 -0.067 0.034
C -1.53784 0.79026 -4.29991 0.067 -0.004 -0.036
C 4.19991 0.65917 -5.36643 0.030 -0.006 0.119
C -1.40810 0.88576 4.77280 0.078 -0.020 0.061
C -1.17999 2.80147 1.81948 0.087 0.202 -0.009
C -0.55156 3.30468 4.25474 -0.072 0.087 0.006
C 0.54198 -4.13406 5.43518 -0.015 -0.052 0.052
C -0.06925 2.93226 2.85665 0.006 -0.013 -0.049
C -1.14365 0.22193 6.12900 -0.164 -0.042 -0.065
C 0.61481 -0.45358 -4.80775 -0.243 -0.081 -0.038
C 2.72404 0.69785 -5.08001 -0.036 0.214 -0.011
C 2.04186 1.89795 -4.90230 0.033 -0.023 -0.018
C 0.67355 1.91836 -4.67717 0.041 0.100 0.094
C -2.58301 -1.24223 -1.18901 -0.078 -0.066 -0.005
C -1.48122 1.35649 -0.25276 0.034 0.120 0.091
H -2.51878 1.69239 -0.34264 -0.030 -0.003 0.038
H -2.13348 0.31751 -5.08826 0.000 -0.103 0.060
H -0.95262 4.32392 4.21281 0.042 0.005 0.062
H 0.17041 2.86978 -4.53921 0.018 0.014 -0.009
H 2.06606 0.83596 4.00733 0.016 0.050 0.037
H 0.30979 0.81312 7.64149 0.010 0.054 -0.041
H 0.33868 -4.79246 6.27047 -0.012 0.001 0.003
H 2.57708 2.83932 -4.94416 0.078 -0.014 -0.009
H -1.56794 -1.33022 -3.26727 0.208 -0.079 0.084
H -2.06278 -1.35565 1.52165 -0.013 0.048 0.036
H 0.49161 1.99443 2.89074 0.025 -0.012 -0.027
H 2.50292 -1.41208 -5.17401 -0.094 -0.091 0.025
H 0.70200 -0.68897 6.82614 -0.004 -0.022 0.070
H 4.67597 -0.17841 -4.85387 -0.021 0.001 -0.018
H -0.77484 1.88865 -2.20953 0.035 -0.056 -0.008
H -1.89774 2.03948 2.13274 -0.012 -0.010 0.053
H 4.68867 1.57592 -5.03526 -0.005 0.011 -0.052
H 2.88230 -0.03081 5.31835 -0.012 -0.077 0.030
H 0.29930 3.32731 4.93669 0.029 -0.061 -0.005
H -0.80202 -2.58552 1.50130 -0.049 0.029 0.019
H -2.57174 2.62326 4.25277 -0.020 -0.035 0.040
H 0.63375 3.69654 2.51138 0.069 -0.030 0.018
H 0.04089 0.50061 -1.53815 0.044 0.024 -0.011
H -2.28697 0.39345 4.35250 0.010 -0.011 -0.037
H 0.78250 -4.68633 4.53210 0.019 0.021 -0.020
H -1.42555 -0.82994 6.05102 0.031 0.021 -0.003
H -3.21512 -0.70377 -0.48350 0.117 0.113 0.040
H 4.38459 0.52787 -6.43347 -0.009 0.026 -0.017
H -0.60955 3.33110 -0.21686 0.014 0.026 0.013
H -1.86413 2.70791 5.84161 -0.019 0.016 -0.002
H -1.86053 1.83393 -4.23539 -0.108 -0.007 0.028
H 2.23488 -4.18500 -8.52810 0.006 0.000 0.010
H -0.50898 -1.52270 -0.63372 -0.016 0.163 0.030
H -1.37975 -2.99230 -0.96461 0.119 0.070 -0.100
H -1.83369 0.65525 6.85814 0.043 -0.005 0.033
H -1.71846 3.75341 1.78214 -0.158 -0.077 -0.001
H -1.48094 0.49629 0.41450 -0.081 -0.099 0.011
H -3.34849 0.25893 -2.84859 -0.063 0.075 0.051
H 1.27533 -2.74727 -9.01990 0.002 0.025 -0.021
H -2.46064 -3.04021 1.15196 -0.127 0.090 0.034
H 1.33263 -3.42487 5.66153 0.013 0.014 -0.030
H -0.58122 0.66226 4.09906 -0.054 -0.075 -0.081
H 2.78946 -3.13106 -9.87408 -0.012 0.028 -0.017
H 1.34989 -0.64965 4.63966 -0.005 -0.021 -0.029
H 0.07387 -1.39406 -4.80182 -0.012 0.033 0.018
H 0.37819 2.08218 0.50992 -0.007 0.028 -0.019